1.
Density functional theory data (ωB97M-V/def2-TZVPD) for 2 unconnected molecules or ions with the total composition C18H36BFNO6.

XYZ file:
```
63
Properties=species:S:1:pos:R:3:forces:R:3:mulliken_charge:R:1
C 2.318852 -3.177772 2.311151 -0.95 0.49 0.39 -1.47
C 0.882123 -3.515054 1.907025 1.01 -0.18 -0.81 0.79
O 0.750167 -4.920911 1.864242 -0.38 -0.30 0.42 -0.57
C 0.586399 -2.963767 0.521599 0.29 -0.09 0.08 -0.17
O -0.669161 -3.386180 -0.013808 0.96 0.94 0.31 -0.48
C -1.743762 -2.612427 0.339869 -1.86 -1.53 -1.05 -0.39
O -1.708010 -1.247525 -0.102903 0.34 -0.24 -0.24 -0.21
C -2.552521 -0.540497 0.711987 2.60 -4.02 2.73 -0.10
O -3.194398 0.338156 0.372577 -2.75 4.36 -1.96 -0.51
C -2.374717 -1.139126 2.098625 1.29 0.50 0.02 -0.02
B -1.052487 -0.442148 2.654535 -0.08 0.02 0.66 0.33
O -1.061651 -0.080900 3.982569 0.31 -0.77 -0.08 -0.56
O 0.059232 -0.139834 1.896259 0.15 -0.36 -0.13 -0.42
C -2.331471 -2.646962 1.760653 -1.37 1.02 0.29 0.34
C -3.829045 -3.094752 1.725401 0.35 -0.40 0.00 -1.02
C -4.123318 -4.153553 2.759090 -0.15 -0.20 -1.15 -0.68
F -3.818718 -3.718683 4.017513 0.04 0.29 0.67 -0.30
H 2.587185 -3.852690 3.110275 0.31 -0.31 0.03 0.41
H 2.300188 -2.188322 2.766661 0.37 0.31 -0.18 0.26
H 3.009109 -3.223432 1.478725 0.25 -0.08 -0.06 0.34
H 0.245680 -3.079909 2.670057 -0.50 -0.27 0.14 0.00
H 0.691382 -5.231671 0.953766 -0.12 0.11 0.10 0.38
H 0.709259 -1.885255 0.470652 -0.21 0.15 0.13 -0.36
H 1.346924 -3.386585 -0.132186 0.02 -0.16 -0.24 0.77
H -2.538049 -3.030947 -0.277304 0.12 -0.25 -0.23 0.36
H -3.102530 -0.885012 2.853725 -0.60 0.07 -0.21 0.60
H -0.173127 -0.181633 4.349805 -0.22 0.47 0.35 0.26
H 0.805569 0.099856 2.461493 -0.10 0.21 -0.21 0.21
H -1.916107 -3.321863 2.493768 1.00 0.18 -0.06 0.61
H -4.499498 -2.260497 1.885366 -0.11 0.32 0.02 0.41
H -4.113111 -3.533219 0.767634 0.09 -0.02 -0.13 0.38
H -3.539583 -5.045199 2.548978 0.17 -0.23 0.11 0.33
H -5.173434 -4.406318 2.668353 -0.30 -0.14 0.43 0.43
C 2.492924 5.945119 -1.671311 0.09 -0.11 0.00 -1.24
C 2.414919 4.919003 -2.807516 -0.06 0.32 0.27 -0.37
C 1.121330 4.109772 -2.875276 0.31 0.00 -0.16 -0.59
N 1.061260 2.839036 -2.051225 -0.21 0.17 -0.20 0.22
C 2.024057 1.823263 -2.615084 0.08 -0.22 0.11 -0.71
C 1.867551 0.458132 -1.969373 -0.10 -0.14 0.13 -0.61
C 0.441844 -0.061829 -2.089402 0.02 0.03 -0.16 -0.58
C -0.557723 0.952937 -1.555934 0.13 -0.06 0.04 0.41
C -0.359233 2.320644 -2.180152 -0.12 -0.27 0.05 -1.23
C 1.364371 3.126709 -0.621387 0.04 -0.17 -0.01 -0.96
H 2.703451 5.492563 -0.704249 -0.04 0.03 0.03 0.29
H 3.298030 6.651610 -1.868023 -0.02 0.01 -0.01 0.41
H 1.565252 6.513461 -1.589191 0.01 0.01 -0.01 0.32
H 3.297913 4.278462 -2.798423 -0.03 -0.05 -0.07 0.23
H 2.465908 5.482295 -3.741002 -0.03 -0.15 -0.08 0.40
H 0.949994 3.788190 -3.902272 -0.08 -0.05 0.04 0.43
H 0.272358 4.721522 -2.569041 0.00 -0.03 0.06 0.49
H 1.824135 1.762724 -3.685746 -0.04 0.06 0.01 0.37
H 3.031515 2.204651 -2.464899 -0.03 0.10 -0.06 0.42
H 2.556154 -0.236136 -2.453169 0.09 0.13 -0.04 0.47
H 2.167061 0.497114 -0.918027 0.02 0.02 -0.01 0.22
H 0.339015 -1.000697 -1.551149 -0.06 -0.01 -0.02 0.12
H 0.220314 -0.275112 -3.140802 0.02 0.02 0.00 0.32
H -0.492764 1.009996 -0.468155 -0.01 0.00 -0.01 -0.30
H -1.570323 0.617543 -1.772724 -0.05 0.16 0.01 0.66
H -1.010183 3.061559 -1.716824 0.05 0.06 -0.04 0.44
H -0.577018 2.281013 -3.248589 0.08 0.08 -0.01 0.44
H 0.768686 3.980005 -0.307930 0.05 0.03 0.02 0.40
H 2.427187 3.328168 -0.525395 -0.02 0.12 0.01 0.35
H 1.114645 2.262913 -0.013882 -0.04 0.01 -0.03 0.27
```
Positions in Å, forces in eV/Å.

Values from the calculation:
Frontier orbital gap (eV): 10.10
LUMO energy (eV): -2.43
Net charge: +1



2.
Density functional theory data (ωB97M-V/def2-TZVPD) for a molecular structure, C18H36BN5O3S.

XYZ file:
```
64
Properties=species:S:1:pos:R:3:forces:R:3:mulliken_charge:R:1
C 0.438846 1.957241 -1.556346 0.43 -0.07 -0.22 -1.41
C 0.352693 0.537360 -2.048926 0.07 0.43 0.71 1.60
C 0.551481 -0.482640 -1.056735 -0.07 -0.26 -0.44 -0.59
C 0.485288 -1.814938 -1.333617 -0.10 -0.38 0.47 -0.38
B 0.760837 -2.897983 -0.232208 0.00 -0.05 -0.42 0.58
O 0.164818 -2.715835 0.998452 0.22 0.69 -0.04 -0.49
N 1.617341 -4.044353 -0.525447 0.04 -0.16 0.70 0.07
C 3.017331 -3.837544 -0.138422 -0.03 0.31 -0.65 -0.97
C 1.072193 -5.309854 -0.031836 -0.04 0.20 -0.31 -1.13
C 0.186633 -2.178755 -2.679874 0.07 0.29 -0.21 0.24
N 0.052357 -3.415291 -3.164553 -0.07 -0.08 -0.03 -0.54
S -0.271964 -3.260539 -4.725045 -0.01 -0.04 -0.03 0.08
N -0.264408 -1.665292 -4.883602 -0.09 0.01 -0.12 -0.68
C -0.007163 -1.165223 -3.673843 0.14 -0.11 0.31 0.94
C 0.089126 0.223788 -3.339436 -0.16 -0.15 -0.68 0.32
C -0.111565 1.226729 -4.442974 0.35 -0.30 0.08 -1.84
H 1.289531 2.028905 -0.879028 -0.09 0.12 0.18 0.11
H -0.464627 2.246149 -1.019309 -0.05 0.02 0.03 0.13
H 0.610905 2.659014 -2.370603 -0.14 0.04 0.04 0.43
H 0.784326 -0.173393 -0.045743 0.00 0.12 0.02 0.19
H 0.742308 -2.949798 1.732276 -0.23 -0.54 0.05 0.27
H 3.145840 -3.201405 0.747016 0.05 -0.19 0.21 0.28
H 3.556646 -3.344786 -0.950977 0.03 0.05 0.00 0.28
H 3.504365 -4.795643 0.027510 -0.01 -0.05 0.11 0.37
H 1.653732 -6.130000 -0.452674 0.10 -0.07 0.15 0.39
H 1.036015 -5.391979 1.060618 0.06 -0.12 0.08 0.32
H 0.061620 -5.428181 -0.423315 -0.08 0.01 0.10 0.31
H -1.134727 1.598759 -4.446457 -0.02 0.15 -0.06 0.26
H 0.093126 0.735494 -5.390829 -0.18 0.04 -0.11 0.44
H 0.593141 2.050773 -4.351164 -0.16 0.15 0.04 0.44
C 2.863018 2.490105 4.630028 0.00 0.06 0.07 -1.41
C 3.265250 2.971884 3.240082 -0.03 -0.19 0.09 0.41
C 2.093191 3.066190 2.254627 0.08 0.17 -0.14 -0.95
O 1.653792 1.824925 1.737606 -0.09 -0.09 0.12 -0.09
C 0.748935 1.112601 2.561731 0.01 -0.06 -0.13 -0.44
N 4.351829 2.126143 2.740685 -0.07 0.07 -0.15 -0.76
H 2.674213 1.416560 4.645794 -0.02 -0.01 -0.04 0.28
H 3.666156 2.686544 5.339188 0.03 -0.02 -0.02 0.35
H 1.965624 3.002037 4.982716 -0.01 -0.01 -0.01 0.34
H 3.661143 3.986435 3.346456 -0.03 0.03 -0.05 0.44
H 2.426918 3.638331 1.384523 0.00 -0.04 -0.03 0.30
H 1.248754 3.612230 2.695392 0.01 -0.03 0.07 0.46
H 0.087538 1.792531 3.106728 0.01 0.01 0.03 0.32
H 1.269895 0.466419 3.273107 -0.03 0.05 0.06 0.19
H 0.138630 0.480317 1.916034 -0.01 0.02 0.00 0.01
H 4.701918 2.504298 1.865397 0.07 0.04 0.05 0.28
H 3.955018 1.225577 2.486859 0.02 -0.03 0.07 0.31
C -5.062657 -0.389218 0.133251 -0.03 -0.07 0.03 -1.57
C -3.675261 -0.456967 -0.496259 -0.20 0.13 -0.03 0.26
C -2.652192 0.484138 0.148044 0.13 -0.14 0.00 0.49
O -2.783107 1.847077 -0.216119 -0.04 0.03 0.08 -0.37
C -3.733632 2.586669 0.524332 0.05 0.06 -0.09 -0.81
N -3.793005 -0.241400 -1.940829 0.19 0.02 0.02 -0.69
H -5.599352 0.510811 -0.168459 0.03 0.03 0.00 0.30
H -5.659269 -1.242769 -0.186684 0.00 0.01 -0.04 0.39
H -5.003921 -0.405361 1.223457 0.00 0.01 0.00 0.33
H -3.294647 -1.472059 -0.346358 0.07 0.02 0.02 0.34
H -1.668383 0.178600 -0.208276 0.03 0.07 0.00 -0.75
H -2.649484 0.383101 1.242296 -0.09 0.00 0.00 0.60
H -3.770521 2.255748 1.566860 -0.03 -0.02 0.01 0.36
H -4.733344 2.515778 0.088674 -0.03 -0.04 0.07 0.22
H -3.426177 3.632019 0.499544 0.02 -0.01 0.00 0.28
H -2.887354 -0.394734 -2.378248 -0.03 -0.09 -0.01 0.19
H -3.985562 0.744658 -2.095086 -0.07 -0.01 -0.01 0.37
```
Positions in Å, forces in eV/Å.

Values from the calculation:
Frontier orbital gap (eV): 8.34
LUMO energy (eV): -0.20
Net charge: 0



3.
Density functional theory data (ωB97M-V/def2-TZVPD) for 6 unconnected molecules or ions with the total composition C18H36Br6O6S3.

XYZ file:
```
69
Properties=species:S:1:pos:R:3:forces:R:3:mulliken_charge:R:1
C 2.441038 6.846082 -1.727101 0.94 0.09 -0.37 -0.64
C 2.353130 5.840636 -0.551614 -0.74 -0.32 -0.10 -0.46
C 0.866053 5.614838 -0.289786 -0.86 0.83 0.22 -0.74
S -0.027199 5.870993 -1.877950 0.87 0.48 0.01 1.04
O -0.954507 6.972268 -1.716481 -0.05 -0.95 -0.03 -0.66
O -0.385551 4.580176 -2.431475 -0.39 0.49 0.32 -0.57
C 1.378197 6.544163 -2.790332 0.34 -0.11 0.10 -0.65
H 3.394107 6.710756 -2.238437 0.18 0.01 0.19 0.32
H 2.476794 7.885096 -1.399574 -0.52 -0.07 0.20 0.31
H 2.751894 6.255303 0.374209 0.41 -0.07 -0.24 0.32
H 2.836671 4.890480 -0.778508 0.20 0.13 -0.13 0.26
H 0.554055 6.400332 0.398518 -0.35 0.37 -0.39 0.36
H 0.467475 4.732521 0.210971 0.53 -0.45 -0.46 0.37
H 1.024745 7.376241 -3.399289 -0.06 0.21 0.47 0.38
H 1.829211 5.858700 -3.507844 -0.52 -0.56 0.22 0.36
C 1.277545 -0.234712 4.142397 -0.86 -1.34 0.82 -0.94
C 0.135772 -0.859653 3.170761 2.62 0.61 1.38 0.83
C -1.219196 -0.724531 3.789693 -0.37 0.01 -0.87 -0.68
S -0.956454 -0.218186 5.607998 -1.33 0.91 2.75 1.03
O -0.491380 -1.355249 6.432665 -1.06 1.46 -1.53 -0.40
O -2.008966 0.759662 6.077218 2.59 -2.60 -1.45 -0.42
C 0.602681 0.638071 5.216930 1.08 1.84 -0.87 -0.64
H 2.055679 0.277604 3.576587 -0.28 0.39 0.12 0.51
H 1.796116 -0.982809 4.742001 -0.05 -0.56 -0.58 0.34
H 0.419332 -1.888226 2.947748 -0.20 0.11 0.05 0.04
H 0.258185 -0.247652 2.277138 -0.70 -0.15 -0.15 -0.51
H -1.817447 -1.634585 3.744987 -0.19 0.20 0.38 0.51
H -1.745435 0.171966 3.461861 -0.28 -0.08 0.04 0.37
H 1.084392 0.846738 6.172185 0.26 -0.84 0.11 0.50
H 0.467934 1.658302 4.857668 -1.14 -0.05 -0.23 0.36
C -1.736525 -4.020976 -1.964084 -0.49 1.47 1.01 -0.59
C -1.364244 -2.842226 -1.027355 0.15 0.96 1.05 -0.33
C -1.261759 -3.287902 0.482005 0.20 -1.22 -1.53 0.46
S -0.776148 -5.081895 0.274960 1.27 -0.79 0.70 0.96
O -1.750650 -5.979692 0.861204 0.39 0.61 -0.11 -0.65
O 0.651020 -5.187992 0.696047 -2.41 0.36 -0.89 -0.56
C -0.926123 -5.204156 -1.576037 1.12 -0.12 0.41 -0.79
H -1.636330 -3.729182 -3.009508 0.00 -0.08 0.08 0.24
H -2.791111 -4.098375 -1.699622 -0.20 -0.85 -0.54 0.33
H -2.191723 -2.133141 -1.051137 0.17 0.24 -0.24 0.24
H -0.458804 -2.287604 -1.273666 0.09 -0.28 -0.34 0.13
H -2.209942 -3.130984 0.996225 -0.01 -0.59 -0.02 0.42
H -0.445965 -2.884880 1.082121 0.05 0.19 -0.44 -0.70
H -1.259679 -6.169706 -1.956244 -0.38 -0.05 0.73 0.45
H 0.097350 -5.117528 -1.940854 0.14 0.25 0.10 0.41
Br -1.814836 0.709049 0.497213 0.38 -0.01 -0.29 -0.16
C -0.208780 0.536696 -0.594964 0.92 0.71 -2.15 0.96
C 0.221410 1.891966 -1.225749 0.02 0.47 1.57 -0.97
Br 1.844860 1.773527 -2.390607 -1.32 -0.19 0.74 -0.14
H -0.427184 0.053989 -1.547539 -0.70 -0.98 0.58 -0.01
H 0.564425 -0.048403 -0.097049 -0.20 0.40 0.23 -0.54
H 0.465345 2.645817 -0.477210 0.33 -0.20 0.02 0.25
H -0.651105 2.327584 -1.712621 0.43 -0.23 -0.72 0.55
Br -6.337458 -1.803653 -4.770486 0.34 0.12 0.03 -0.15
C -4.688348 -0.770305 -4.742738 0.63 0.13 -1.78 -0.76
C -3.492208 -1.642407 -4.342103 -1.22 1.21 1.62 -0.41
Br -2.007415 -0.456816 -3.970428 0.58 0.27 -0.25 -0.11
H -4.866287 0.167767 -4.216957 0.23 -0.57 0.72 0.43
H -4.471213 -0.417169 -5.750827 -0.47 -0.19 -0.27 0.39
H -3.161414 -2.402706 -5.049643 -0.41 0.11 0.26 0.44
H -3.757628 -1.937592 -3.326957 0.35 -1.07 -0.32 0.21
Br 2.556380 -1.633683 0.548525 -0.01 -0.21 -0.21 -0.13
C 3.900143 -3.046859 0.627806 -0.37 -1.59 1.96 -0.54
C 3.624353 -3.921593 1.931178 0.61 0.55 -0.47 -0.65
Br 4.836020 -5.519803 1.798763 -0.82 1.11 0.30 -0.15
H 4.849403 -2.511214 0.637771 -0.11 -0.36 0.14 0.41
H 3.850895 -3.782853 -0.174687 -0.32 0.73 -0.43 0.43
H 2.600638 -4.258400 2.094469 0.01 -0.41 -1.12 0.27
H 3.765764 -3.382026 2.867641 0.99 0.07 -0.13 0.47
```
Positions in Å, forces in eV/Å.

Values from the calculation:
Frontier orbital gap (alpha / beta) (eV): 8.77 / 2.34
LUMO energy (alpha / beta) (eV): -3.31 / -9.74
Net charge: +1
<S²>: 0.76
2S+1: 2



| no. | F_max (hartree/bohr) |
| --- | --- |
| 1 | 0.107 |
| 2 | 0.016 |
| 3 | 0.077 |